The following is a DFT calculation (wB97M-V/def2-TZVPD) of an isolated molecule of C3H5ClOS at a distorted geometry.

Summary:
Energy above the lowest of the compared OMol25 structures with the same formula, charge and spin = 30.48 kcal/mol
Electronic energy = -28595.8197 eV

Bonds (Å) are listed after each position.
Element x y z (Å)
1 C -1.002 1.268 0.648  C2 1.564, H5 1.063, H6 1.051, O9 1.412
2 C -0.351 -0.151 0.557  C1 1.564, C3 1.473, H7 1.080, Cl11 1.816
3 C 0.804 0.095 -0.325  C2 1.473, H8 1.100, S10 1.609
4 H -2.001 1.340 -1.019  O9 1.021
5 H -1.908 1.264 1.205  C1 1.063
6 H -0.364 1.978 1.087  C1 1.051
7 H -0.009 -0.410 1.548  C2 1.080
8 H 0.509 0.435 -1.329  C3 1.100
9 O -1.303 1.930 -0.563  C1 1.412, H4 1.021
10 S 2.379 -0.009 -0.011  C3 1.609
11 Cl -1.210 -1.599 -0.123  C2 1.816